1.
C3H4ClNO4 in the gas phase, computed with the ωB97M-V functional and the def2-TZVPD basis.

Properties
E (eV): -25373.804
SMILES: COC(=O)O/[N+]([O-])=C\Cl
Gap between HOMO and LUMO (eV): 9.96

Geometry (Å):
C1 0.65079 -1.69382 1.15836
O1 0.19439 -0.59401 0.36224
C2 0.52760 0.66738 0.79413
O2 0.99202 0.90315 1.87972
O3 0.22298 1.64688 -0.04724
N1 -0.17871 1.39381 -1.40050
O4 0.54177 1.79227 -2.32313
C3 -1.30387 0.79881 -1.55961
Cl1 -2.32341 0.37282 -0.20698
H1 1.74277 -1.66168 0.98628
H2 0.11907 -2.65091 0.76079
H3 0.57693 -1.62314 2.20571
H4 -1.76232 0.64844 -2.60977

Force components x, y, z for each atom (eV/Å):
C 1.027 -1.362 -2.106
O -0.003 1.678 0.103
C 0.230 -2.847 1.872
O -0.273 0.066 -1.125
O 0.178 1.350 -0.733
N -0.085 -0.628 -1.467
O 0.215 0.040 1.182
C -2.517 -0.620 -0.580
Cl 0.101 0.406 -1.034
H -0.391 -0.928 -0.035
H 1.147 1.902 0.627
H -0.902 0.599 1.248
H 1.274 0.343 2.047

For reference, the Mulliken charges in units of e are: -0.674 -0.264 0.707 -0.537 -0.276 0.692 -0.640 -0.115 -0.107 0.294 0.206 0.343 0.374

***

2.
2 unconnected molecules or ions with the total composition C3H4ClNOS, computed with the ωB97M-V functional and the def2-TZVPD basis.

Properties
E (eV): -30064.465
Gap between HOMO and LUMO (eV): 9.13

Geometry (Å):
C1 1.12305 -0.70031 0.05388
C2 -1.29013 0.31138 -0.34432
C3 -2.46676 0.79201 0.30339
H1 4.04370 0.08652 0.76360
H2 0.47128 -1.48933 0.01543
H3 -1.11055 -0.72729 -0.96384
H4 -2.65949 2.01008 0.68880
N1 2.36098 -1.03678 0.04672
O1 3.16986 0.19669 -0.22060
S1 0.38091 0.95840 -0.21794
Cl1 -4.02288 -0.40139 -0.12512

Force components x, y, z for each atom (eV/Å):
C 2.371 2.270 -0.990
C -1.745 -1.069 0.827
C 1.290 -0.003 -2.676
H -3.931 0.538 -4.659
H -1.755 -1.875 0.377
H -1.729 2.639 1.817
H 0.416 -4.291 -1.034
N -0.305 2.537 -0.268
O 2.946 -2.110 5.238
S 0.037 -0.992 0.479
Cl 2.405 2.357 0.889

For reference, the Mulliken charges in units of e are: -0.015 -0.201 -0.170 0.378 0.413 0.321 0.321 -0.339 -0.464 -0.012 -0.231

***

3.
A molecular structure, C3H4ClNS, computed with the ωB97M-V functional and the def2-TZVPD basis.

Properties
E (eV): -28021.426
Gap between HOMO and LUMO (eV): 9.33

Geometry (Å):
C1 -0.35291 -1.29447 -0.91750
C2 1.11615 -0.00964 -0.77514
C3 -0.93671 -0.15332 0.94408
N1 -1.09706 -1.20005 0.05043
S1 0.37125 1.02874 0.31616
Cl1 -0.39788 -2.48072 -1.99787
H1 1.99508 -0.57614 -0.25672
H2 1.47995 0.45795 -1.72893
H3 -1.76339 0.44341 0.98730
H4 -0.65658 -0.53197 1.97139

Force components x, y, z for each atom (eV/Å):
C 3.503 3.547 1.550
C 0.727 -3.848 -0.975
C 2.938 -0.618 1.498
N -1.197 -0.474 0.109
S -1.035 1.911 1.436
Cl 0.129 -2.143 -2.402
H -1.530 0.554 -1.310
H -0.762 -0.624 0.815
H -2.426 1.343 0.378
H -0.347 0.351 -1.100

For reference, the Mulliken charges in units of e are: 0.323 -0.488 -0.300 -0.397 -0.163 -0.130 0.247 0.341 0.308 0.258

***

4.
A molecular structure, C3H4ClNS, computed with the ωB97M-V functional and the def2-TZVPD basis.

Properties
E (eV): -28022.305
Gap between HOMO and LUMO (eV): 9.28

Geometry (Å):
C1 0.00111 -1.25667 -0.33639
C2 -0.69836 0.17488 -0.07024
C3 0.32762 1.20210 0.12796
N1 1.15854 -1.38723 0.16272
S1 1.72706 0.03487 0.76227
Cl1 -0.91711 -2.53820 -0.89880
H1 -1.56717 0.41275 -0.77025
H2 -1.21917 -0.09611 0.87896
H3 0.78482 1.43397 -0.79192
H4 0.40265 2.01964 0.93570

Force components x, y, z for each atom (eV/Å):
C 0.278 2.670 0.931
C -3.049 -2.112 0.121
C 2.872 -0.744 1.973
N -0.946 -0.470 -0.909
S 0.682 1.251 0.830
Cl -0.563 -0.764 -0.490
H 1.462 -0.307 0.525
H 0.215 0.465 -0.278
H 0.090 1.249 -1.157
H -1.040 -1.238 -1.546

For reference, the Mulliken charges in units of e are: 0.401 -0.546 -0.509 -0.371 -0.006 -0.156 0.329 0.259 0.271 0.328